[1]
ORCA calculation (ωB97M-V with the def2-TZVPD basis set) on a cluster of 10 separate species, H20O10 in total.

The geometry in XYZ format:
```
30
Properties=species:S:1:pos:R:3:nbo_charge:R:1
H 4.406 0.943 0.120 0.466
H -0.340 -0.700 4.443 0.452
H 3.830 1.002 -1.301 0.470
H -1.089 -2.070 2.458 0.476
H -0.120 -0.393 -2.953 0.482
H 0.067 -1.571 -3.742 0.467
H -1.626 5.084 -1.179 0.482
H 2.096 1.290 2.005 0.461
H -1.141 1.763 -0.464 0.480
H -0.594 0.346 3.452 0.465
O -4.099 0.255 -0.610 -0.962
H -3.651 -0.199 0.132 0.491
O 0.377 -1.254 -2.890 -0.948
O 2.708 -2.034 -0.900 -0.930
O 4.689 1.132 -0.784 -0.936
O -1.470 4.436 -1.956 -0.956
H -0.844 -3.223 -1.411 0.479
O -1.113 -4.078 -0.953 -0.944
H 2.351 -2.013 -1.741 0.470
O 0.126 -0.084 3.882 -0.920
H -4.948 -0.029 -0.787 0.471
H -0.604 3.981 -1.868 0.475
H -0.927 -1.122 1.360 0.475
O -1.633 -1.331 1.978 -0.951
O -0.638 0.994 -0.415 -0.967
O 1.423 1.262 2.677 -0.921
H 0.019 0.994 0.330 0.484
H -1.800 -3.797 -0.378 0.464
H 0.942 2.111 2.636 0.465
H 3.604 -1.695 -1.140 0.460
```

The SMILES is O.O.O.O.O.O.O.O.O.O. As for the orbital gap: 10.73 eV. The calculation puts the electronic energy at -20797.8735 eV.

***

[2]
ORCA calculation (ωB97M-V with the def2-TZVPD basis set) on a structure of composition C21H31N3O3S.

The geometry in XYZ format:
```
59
Properties=species:S:1:pos:R:3:nbo_charge:R:1
H -4.155 1.346 -0.694 0.207
C -5.020 -0.615 -0.041 -0.304
H 5.310 -1.462 -1.082 0.201
C 0.691 -2.202 -0.909 -0.068
H 0.301 3.274 0.327 0.168
C -0.685 -1.926 -0.995 -0.047
N -2.551 -1.267 -0.162 -0.441
C 1.241 1.654 1.705 -0.394
H -6.210 1.887 0.766 0.207
C -3.541 -0.934 0.706 0.702
H 2.754 3.267 1.460 0.185
H 2.490 3.171 -0.809 0.074
H -1.526 -2.668 -2.641 0.197
H 5.259 -0.978 0.651 0.162
N 3.216 1.621 0.134 -0.463
H 4.703 2.786 -0.203 0.202
H 0.327 2.125 -1.405 0.160
C 5.021 0.726 -0.804 -0.404
C -5.167 0.666 -0.772 -0.426
H -0.653 1.996 0.659 0.169
C -6.165 -0.294 0.964 -0.427
S 3.091 -2.512 0.644 2.333
N 3.460 -1.030 -0.288 -0.837
H 2.659 1.902 -1.800 0.176
C -1.457 -1.964 -2.134 -0.398
C 2.665 2.235 1.360 -0.226
H -1.273 -1.467 2.393 0.263
H 0.841 0.654 -0.865 0.148
H -7.304 1.045 -0.179 0.204
H 4.619 0.741 -1.774 0.190
H -3.358 -0.766 -2.172 0.197
H 1.136 0.538 1.689 0.210
H 3.246 1.695 2.085 0.214
H -3.543 -2.388 -1.657 0.156
C 1.194 -2.289 0.642 -0.243
C -6.334 0.911 0.246 -0.384
C -2.873 -1.800 -1.674 -0.085
H 1.259 -2.504 -1.508 0.155
C 0.939 1.862 -0.867 -0.318
C 2.368 1.958 -0.959 -0.160
C -0.790 -1.750 1.338 -0.259
H -5.700 0.108 2.031 0.228
H 3.161 -0.295 -0.098 0.351
H -1.266 -1.042 -2.913 0.210
C 0.486 -1.937 1.648 -0.248
H -5.381 0.551 -1.838 0.211
C 0.240 2.140 0.603 -0.334
C 4.570 1.891 -0.284 -0.170
O 3.585 -2.003 1.882 -0.959
H 4.947 1.576 0.968 0.139
C -1.334 -1.648 0.202 0.184
H 0.830 1.965 2.563 0.208
O 3.444 -3.624 0.053 -0.914
H -7.060 -0.906 1.212 0.220
C 4.864 -0.776 -0.489 -0.196
H 1.125 -1.935 2.594 0.266
O -3.440 -0.706 1.970 -0.621
H -5.462 -1.520 -0.467 0.220
H 6.206 0.914 -1.013 0.213
```

As for the orbital gap: 8.54 eV. The calculation puts the electronic energy at -43704.2332 eV.

***

[3]
ORCA calculation (ωB97M-V with the def2-TZVPD basis set) on a cluster of 4 separate species, C17H30BF3N4O4 in total.

The geometry in XYZ format:
```
59
Properties=species:S:1:pos:R:3:nbo_charge:R:1
C 3.941 -2.880 3.255 -0.614
H -4.003 2.254 2.437 0.216
N -1.900 3.715 0.736 -0.382
H 0.875 -2.577 0.956 0.398
H 1.105 5.644 -2.140 0.202
N 1.361 -0.281 2.539 -0.359
H -0.378 -4.452 -0.868 0.215
C -4.261 1.244 2.115 -0.613
O 2.097 -5.330 1.027 -0.908
H -4.764 1.792 0.099 0.206
H 1.861 -1.433 -3.412 0.208
H 2.641 -5.986 0.592 0.503
H 4.903 -3.307 2.971 0.218
H 3.382 -3.643 3.798 0.205
H -0.883 3.309 -2.206 0.204
C -0.090 3.918 -2.637 -0.616
H 4.734 -1.885 4.990 0.209
C -2.211 2.646 0.462 0.324
C -0.885 5.950 -1.353 -0.520
C 0.197 -1.989 -0.757 0.919
H -0.122 -1.001 -4.692 0.237
H -2.599 1.154 -0.950 0.260
H 3.005 -0.131 5.194 0.253
H 0.734 -2.696 -3.036 0.180
C -4.106 1.085 0.607 -0.378
H 2.251 -1.725 5.170 0.244
O 0.115 -6.637 0.953 -0.886
H -0.879 -4.029 0.803 0.217
H 0.695 4.623 -0.773 0.215
H 3.402 -2.655 2.334 0.220
H -0.591 -6.748 0.312 0.490
H -1.669 5.359 -0.888 0.271
C -1.432 6.602 -2.546 0.299
H 4.711 -0.892 3.543 0.210
C -0.243 -0.901 -3.620 -0.521
H -0.586 6.726 -0.648 0.245
C 4.142 -1.632 4.109 -0.380
C 0.303 5.049 -1.698 -0.379
O -0.998 -1.746 -0.723 -0.587
H 0.755 3.271 -2.846 0.217
C 2.821 -1.010 4.575 -0.512
F -0.425 0.878 -2.070 -0.309
C -0.315 0.582 -3.355 0.990
N 0.840 -3.002 0.033 -0.676
C 2.001 -0.603 3.433 0.307
N -1.858 7.113 -3.480 -0.358
B 0.770 -5.453 0.712 1.127
F 0.705 1.225 -3.919 -0.322
H -4.424 0.083 0.314 0.210
C -0.039 -4.195 0.132 -0.588
H -1.185 -1.342 -3.327 0.245
O 1.053 -1.306 -1.557 -0.522
F -1.449 1.088 -3.958 -0.348
H -5.291 1.057 2.417 0.214
C 0.908 -1.626 -2.941 -0.058
H -3.619 0.542 2.651 0.204
C -2.665 1.292 0.127 -0.517
H -1.992 0.574 0.595 0.259
H -0.446 4.313 -3.592 0.212
```

The SMILES is O=C(NCB(O)O)OCCC(F)(F)F.CCCC#N.CCCC#N.CCCC#N. As for the orbital gap: 9.91 eV. The calculation puts the electronic energy at -41097.1146 eV.

***

[4]
ORCA calculation (ωB97M-V with the def2-TZVPD basis set) on a structure of composition C21H19F6N3O3S2Ti.

The geometry in XYZ format:
```
55
Properties=species:S:1:pos:R:3:nbo_charge:R:1
H -1.100 -2.586 2.599 0.227
C -3.138 2.366 -1.527 -0.152
C 0.911 -0.084 4.664 -0.233
H -2.346 6.130 -1.518 0.213
C -2.576 5.074 -1.535 -0.309
H 1.143 2.284 3.128 0.197
C -0.524 -1.881 3.197 0.092
H -0.306 4.012 0.399 0.509
H 2.482 -5.044 -0.098 0.202
C 0.490 -1.230 5.271 -0.173
C -3.643 4.588 -2.267 -0.184
H -3.343 1.304 -1.514 0.236
C -0.264 -2.152 4.523 -0.316
C -1.774 4.218 -0.783 0.433
O 0.482 0.140 -1.163 -0.725
C 1.517 -4.747 0.307 -0.637
H 0.967 1.967 -2.952 0.233
F -1.606 -0.567 -3.881 -0.339
F 1.894 -1.806 -2.312 -0.299
C 0.144 1.314 -3.238 -0.625
C 3.829 -3.068 0.996 -0.642
C 0.573 0.166 3.313 0.151
C -0.929 -0.939 -2.773 0.959
H 3.799 -3.799 1.806 0.201
H -0.629 -3.059 4.977 0.211
C -2.062 2.836 -0.767 -0.235
C 2.465 -2.476 0.740 -0.172
H 0.163 1.148 -4.312 0.219
H 0.724 -5.108 -0.342 0.216
S 2.419 -0.733 0.852 -0.247
H 4.511 -2.267 1.270 0.222
C 1.559 -0.747 -3.042 0.968
S -0.231 -2.677 0.142 -0.236
H -4.750 2.851 -2.849 0.206
C 0.306 -0.020 -2.481 0.128
N 0.331 1.345 1.398 -0.397
H -4.263 5.277 -2.824 0.203
C 0.772 1.383 2.650 0.005
F -0.628 -2.227 -2.960 -0.312
C 1.404 -3.251 0.427 -0.197
Ti -0.019 -0.323 0.513 1.398
N -0.120 -0.778 2.566 -0.532
H 1.483 0.661 5.196 0.210
F 1.396 -1.175 -4.314 -0.343
O -1.652 0.673 0.204 -0.708
C -1.282 1.905 0.055 0.568
H 1.392 -5.214 1.286 0.198
F 2.621 0.068 -3.070 -0.326
O -0.763 4.756 -0.081 -0.707
C -3.920 3.228 -2.270 -0.272
F -1.816 -0.897 -1.771 -0.301
H -0.795 1.787 -2.954 0.231
N -0.225 2.369 0.714 -0.426
H 4.209 -3.558 0.099 0.203
H 0.718 -1.435 6.308 0.205
```

As for the orbital gap (spin up / spin down): 6.16 / 5.31 eV. Its spin multiplicity is 2. The calculation puts the electronic energy at -93794.2158 eV. Its charge is -1.

***

[5]
ORCA calculation (ωB97M-V with the def2-TZVPD basis set) on a structure of composition C9H27InO12P3.

The geometry in XYZ format:
```
52
Properties=species:S:1:pos:R:3:nbo_charge:R:1
H -0.676 0.211 6.751 0.208
H -2.540 -2.153 -3.284 0.241
H 3.459 -1.696 3.651 0.194
C 0.455 2.769 -3.622 -0.284
C 3.715 -1.013 -2.188 -0.246
P 1.293 -1.030 5.166 2.569
H 2.762 0.427 -5.115 0.213
C -1.909 -1.291 -3.068 -0.267
O 1.138 -0.283 -3.939 -0.767
H -5.364 2.629 -3.118 0.243
H -0.478 2.226 -3.471 0.190
H -1.352 -1.449 -2.145 0.200
C 1.837 -0.143 -5.201 -0.278
H 0.521 3.115 -4.654 0.238
H -1.377 -1.263 7.399 0.248
C -4.472 2.105 -3.461 -0.270
O -2.760 -0.205 -3.100 -0.708
H 3.532 -1.608 -3.083 0.225
H 3.040 -1.400 -1.425 0.199
O 2.262 -2.347 5.234 -0.624
P -3.120 0.614 -1.731 2.554
H -3.995 2.753 -4.195 0.238
H 2.218 -1.130 -5.461 0.231
C 3.293 -2.510 4.356 -0.270
H -5.075 -0.780 0.647 0.238
H 4.234 -2.752 4.851 0.263
H 3.409 0.416 4.839 0.180
O 1.960 -0.039 6.209 -0.706
O 3.224 0.241 -2.481 -0.681
H -4.857 1.161 -3.847 0.223
H 3.317 1.534 6.091 0.250
H -1.150 -1.278 -3.850 0.235
O 0.800 0.321 -1.474 -1.063
H 3.066 -3.416 3.795 0.258
O -4.478 -0.150 -1.235 -0.674
H -6.014 0.483 -0.169 0.252
H 0.334 3.747 -3.154 0.236
H 4.018 -0.062 6.490 0.244
H 1.202 0.292 -5.973 0.233
O -3.629 2.038 -2.324 -0.701
H -4.517 0.941 0.549 0.197
O 1.685 2.117 -3.263 -0.732
H 4.764 -0.994 -1.896 0.245
O 1.084 -0.560 3.767 -1.066
C -0.970 -0.807 6.496 -0.269
P 1.627 0.607 -2.673 2.567
C 3.251 0.460 5.917 -0.274
In 0.077 0.774 1.345 1.110
C -5.007 0.117 0.031 -0.267
O -2.061 0.681 -0.681 -1.070
O 0.012 -1.621 5.920 -0.716
H -1.787 -0.798 5.776 0.211
```

As for the orbital gap: 1.75 eV. The calculation puts the electronic energy at -67352.2106 eV. Its charge is +3.

***

Please write out number 4 again, unchanged.
ORCA calculation (ωB97M-V with the def2-TZVPD basis set) on a structure of composition C21H19F6N3O3S2Ti.

The geometry in XYZ format:
```
55
Properties=species:S:1:pos:R:3:nbo_charge:R:1
H -1.100 -2.586 2.599 0.227
C -3.138 2.366 -1.527 -0.152
C 0.911 -0.084 4.664 -0.233
H -2.346 6.130 -1.518 0.213
C -2.576 5.074 -1.535 -0.309
H 1.143 2.284 3.128 0.197
C -0.524 -1.881 3.197 0.092
H -0.306 4.012 0.399 0.509
H 2.482 -5.044 -0.098 0.202
C 0.490 -1.230 5.271 -0.173
C -3.643 4.588 -2.267 -0.184
H -3.343 1.304 -1.514 0.236
C -0.264 -2.152 4.523 -0.316
C -1.774 4.218 -0.783 0.433
O 0.482 0.140 -1.163 -0.725
C 1.517 -4.747 0.307 -0.637
H 0.967 1.967 -2.952 0.233
F -1.606 -0.567 -3.881 -0.339
F 1.894 -1.806 -2.312 -0.299
C 0.144 1.314 -3.238 -0.625
C 3.829 -3.068 0.996 -0.642
C 0.573 0.166 3.313 0.151
C -0.929 -0.939 -2.773 0.959
H 3.799 -3.799 1.806 0.201
H -0.629 -3.059 4.977 0.211
C -2.062 2.836 -0.767 -0.235
C 2.465 -2.476 0.740 -0.172
H 0.163 1.148 -4.312 0.219
H 0.724 -5.108 -0.342 0.216
S 2.419 -0.733 0.852 -0.247
H 4.511 -2.267 1.270 0.222
C 1.559 -0.747 -3.042 0.968
S -0.231 -2.677 0.142 -0.236
H -4.750 2.851 -2.849 0.206
C 0.306 -0.020 -2.481 0.128
N 0.331 1.345 1.398 -0.397
H -4.263 5.277 -2.824 0.203
C 0.772 1.383 2.650 0.005
F -0.628 -2.227 -2.960 -0.312
C 1.404 -3.251 0.427 -0.197
Ti -0.019 -0.323 0.513 1.398
N -0.120 -0.778 2.566 -0.532
H 1.483 0.661 5.196 0.210
F 1.396 -1.175 -4.314 -0.343
O -1.652 0.673 0.204 -0.708
C -1.282 1.905 0.055 0.568
H 1.392 -5.214 1.286 0.198
F 2.621 0.068 -3.070 -0.326
O -0.763 4.756 -0.081 -0.707
C -3.920 3.228 -2.270 -0.272
F -1.816 -0.897 -1.771 -0.301
H -0.795 1.787 -2.954 0.231
N -0.225 2.369 0.714 -0.426
H 4.209 -3.558 0.099 0.203
H 0.718 -1.435 6.308 0.205
```

As for the orbital gap (spin up / spin down): 6.16 / 5.31 eV. Its spin multiplicity is 2. The calculation puts the electronic energy at -93794.2158 eV. Its charge is -1.